Entry i
Entry from the OMol25 dataset: C5H13N in the gas phase (the ωB97M-V functional and the def2-TZVPD basis).

Calculated values
SMILES string: CCC(C)(C)N
net charge: 0
orbital gap: 10.2 eV
HOMO: -0.33722 hartree
LUMO energy: 1.01 eV

Positions of all 19 atoms, in Å:
1 C -2.10376 -0.04837 0.01336
2 C -0.80221 -0.82323 -0.20819
3 C 0.50263 0.05922 0.09477
4 C 0.54513 1.30117 -0.77024
5 C 1.71688 -0.85088 -0.13860
6 N 0.54139 0.58182 1.44001
7 H -2.24876 0.94473 -0.42609
8 H -2.88698 -0.76981 -0.23581
9 H -2.16086 0.18379 1.09464
10 H -0.64294 -1.72626 0.43785
11 H -0.62744 -1.18780 -1.28377
12 H 0.62636 1.03555 -1.85515
13 H -0.33557 1.86945 -0.65589
14 H 1.42543 1.89308 -0.52553
15 H 2.05620 -0.77737 -1.32200
16 H 2.74697 -0.67906 0.50753
17 H 1.42612 -1.97951 0.11446
18 H -0.23785 1.14453 1.57812
19 H 0.45925 -0.17103 2.14057



Entry ii
Entry from the OMol25 dataset: 2 unconnected molecules or ions with the total composition C5H13N (the ωB97M-V functional and the def2-TZVPD basis).

Calculated values
SMILES string: C=CC.CCN
net charge: 0
orbital gap: 9.5 eV
HOMO: -0.31354 hartree
LUMO energy: 0.96 eV

Positions of all 19 atoms, in Å:
1 C -2.22615 -0.07712 -2.67550
2 C -0.98485 0.29957 -2.60381
3 C -0.12373 0.53875 -3.85423
4 H -2.75560 -0.47401 -1.84331
5 H -2.64072 -0.02949 -3.75000
6 H -0.38531 0.44984 -1.69509
7 H -0.43626 1.36314 -4.61310
8 H 1.00530 0.96882 -3.77210
9 H 0.00696 -0.48889 -4.27575
10 C 0.80301 0.90000 3.00668
11 C 1.21954 -0.60867 3.36926
12 N 0.66749 -1.51043 2.31055
13 H -0.25418 1.06424 3.04357
14 H 1.17952 1.67847 3.65757
15 H 1.12953 1.23183 2.00031
16 H 2.32100 -0.66393 3.40483
17 H 0.82577 -0.99606 4.31511
18 H 0.16626 -1.12014 1.43131
19 H 0.48242 -2.52592 2.54372



entry i has the most favorable energy; the next structure is 150.3 kJ/mol above.